The following is a DFT calculation (ωB97M-V/def2-TZVPD) of C20H45N2OP3SSc as an isolated structure at a distorted geometry.

```
73
Properties=species:S:1:pos:R:3:forces:R:3
Sc -1.183782 -0.301050 -0.010445 0.958 -0.335 1.061
P -1.751569 1.053349 -2.225083 0.065 0.813 -1.545
P -0.370612 2.144866 0.893843 0.437 1.303 0.299
P -0.941491 -2.724106 -1.166432 0.765 -1.446 -0.536
H -2.383278 0.303981 2.811650 0.267 -0.381 0.081
C -2.019388 -0.717527 2.632088 0.812 -0.233 0.467
C -0.700192 -1.041006 2.628909 -0.878 0.129 -0.005
H 0.064230 -0.324125 2.930711 -0.238 0.033 -0.358
C -3.432071 1.670081 -2.589041 -0.116 0.208 0.183
C -0.763260 2.537648 -2.642702 0.161 -0.164 0.218
C -1.487686 -0.022184 -3.673349 0.209 -0.223 0.157
C 0.195458 2.296320 2.628283 -0.203 -0.398 0.227
C 1.009190 3.108509 0.156051 0.099 -0.230 -0.420
C -1.681670 3.419010 0.894336 -0.327 -0.192 0.063
C -0.447908 -3.841111 0.206920 0.065 0.342 0.331
C 0.389245 -3.013345 -2.406652 0.108 0.317 0.015
C -2.257622 -3.757542 -1.889264 -0.630 0.388 -0.133
H -2.791128 -1.493031 2.631929 0.231 0.221 -0.447
H -0.358498 -2.062874 2.450864 -0.186 0.174 0.298
H -3.347400 2.285968 -3.496526 -0.112 -0.167 0.251
H -3.811708 2.293443 -1.768554 -0.001 -0.087 -0.263
H -4.123255 0.847992 -2.789397 -0.001 0.074 0.054
H -1.009593 2.833084 -3.670218 0.015 -0.073 0.220
H 0.304639 2.293011 -2.585122 -0.273 0.123 -0.073
H -1.002540 3.362974 -1.957769 0.114 -0.248 -0.349
H -1.759860 0.555953 -4.563505 0.062 -0.195 0.069
H -2.121849 -0.916997 -3.602244 0.151 0.232 -0.099
H -0.434078 -0.325376 -3.735699 -0.288 0.104 -0.060
H 0.161596 3.358815 2.897959 0.077 -0.270 0.018
H 1.219707 1.924056 2.749172 -0.228 0.096 -0.082
H -0.462464 1.734463 3.294440 0.063 0.212 0.143
H 1.067740 4.072115 0.679014 -0.015 -0.252 -0.077
H 0.851673 3.295261 -0.906565 0.079 0.083 0.272
H 1.965213 2.581606 0.252229 -0.236 0.155 0.112
H -1.314542 4.287834 1.454463 -0.197 -0.111 -0.206
H -2.573988 3.020780 1.392282 0.079 0.202 -0.028
H -1.964451 3.724332 -0.119127 0.065 -0.025 0.236
H -0.658195 -4.878467 -0.083036 0.139 0.262 0.121
H -1.037115 -3.592800 1.101657 0.128 -0.317 -0.171
H 0.618560 -3.723725 0.439800 -0.266 -0.052 -0.029
H 0.331346 -4.051912 -2.761064 0.005 0.298 0.129
H 1.381386 -2.822383 -1.975426 -0.358 -0.120 -0.141
H 0.251611 -2.332504 -3.258419 0.068 -0.332 0.171
H -1.861651 -4.774428 -2.039842 -0.115 0.420 0.024
H -2.574412 -3.339682 -2.854367 0.000 -0.214 0.199
H -3.130781 -3.799712 -1.224209 0.195 -0.030 -0.227
C -4.557863 -1.026033 0.022298 -1.094 -0.267 -0.401
C -5.545693 -0.199315 -0.516664 -0.259 -0.508 -0.009
C -6.796056 -0.786093 -0.782883 0.327 -0.060 0.224
C -7.025036 -2.127349 -0.438089 0.020 0.178 -0.045
C -6.064212 -2.859213 0.266054 0.253 0.241 0.085
C -4.787557 -2.315405 0.487053 -0.116 0.320 -0.269
O -3.218955 -0.577250 -0.030175 0.855 1.809 -0.842
H -3.111679 0.122153 -0.780840 -1.229 -1.137 1.099
H -5.349090 0.860579 -0.727321 -0.113 -0.576 -0.008
H -7.588047 -0.200888 -1.261700 0.358 -0.224 0.230
H -7.966619 -2.601961 -0.730014 0.308 0.231 0.323
H -6.296346 -3.855824 0.640337 0.089 0.213 -0.219
H -3.966944 -2.858828 0.969846 -0.465 0.000 -0.221
C 3.735891 0.692052 2.524266 0.379 -0.137 0.349
N 2.837227 -0.102238 1.673979 -0.961 0.276 -1.253
C 2.691848 0.097473 0.348040 0.710 0.683 0.478
S 1.282740 -0.430618 -0.558588 0.598 -0.229 0.246
N 3.673954 0.726149 -0.341843 -1.425 -1.219 -0.369
C 5.105330 0.468711 -0.134190 0.675 0.475 0.297
H 3.940995 1.670076 2.063059 -0.138 -0.371 0.134
H 4.682180 0.156709 2.678913 -0.298 0.283 0.102
H 3.251071 0.835885 3.500428 0.194 -0.051 -0.356
H 2.050648 -0.576456 2.113188 0.556 0.079 -0.151
H 3.413197 0.878738 -1.323050 0.235 -0.021 0.635
H 5.533839 0.048159 -1.050668 -0.168 0.048 0.250
H 5.595579 1.425131 0.079177 0.096 -0.318 -0.024
H 5.276249 -0.220642 0.702178 -0.138 0.191 -0.453
```
Positions in Å, forces in eV/Å.

## Properties
Relative energy (zero: lowest compared OMol25 entry of this formula, charge and spin) (kJ/mol): 0.0
Charge: +3
Calculated total energy (eV): -85876.977
Lowest unoccupied orbital energy (eV): -9.57
Multiplicity: 1

Charges per atom according to Löwdin partitioning, unit e:
1. Sc 0.428
2. P 0.768
3. P 0.759
4. P 0.742
5. H 0.088
6. C -0.034
7. C -0.072
8. H 0.044
9. C -0.229
10. C -0.231
11. C -0.225
12. C -0.235
13. C -0.229
14. C -0.238
15. C -0.239
16. C -0.262
17. C -0.234
18. H 0.086
19. H 0.066
20. H 0.081
21. H 0.061
22. H 0.063
23. H 0.080
24. H 0.049
25. H 0.040
26. H 0.078
27. H 0.054
28. H 0.048
29. H 0.075
30. H 0.034
31. H 0.042
32. H 0.081
33. H 0.021
34. H 0.027
35. H 0.070
36. H 0.058
37. H 0.038
38. H 0.072
39. H 0.030
40. H 0.060
41. H 0.075
42. H 0.024
43. H 0.034
44. H 0.074
45. H 0.057
46. H 0.042
47. C -0.275
48. C -0.014
49. C -0.023
50. C -0.036
51. C -0.029
52. C -0.027
53. O -0.198
54. H 0.026
55. H 0.114
56. H 0.131
57. H 0.130
58. H 0.128
59. H 0.116
60. C -0.037
61. N 0.003
62. C -0.702
63. S 0.653
64. N -0.026
65. C -0.024
66. H 0.106
67. H 0.101
68. H 0.104
69. H 0.110
70. H 0.136
71. H 0.112
72. H 0.107
73. H 0.092

---

The following is a DFT calculation (ωB97M-V/def2-TZVPD) of C20H46BBr2FN2NbO5 as an isolated structure at a distorted geometry.

```
78
Properties=species:S:1:pos:R:3:forces:R:3
C -0.837947 -2.225169 3.216936 0.029 0.018 0.012
C -0.661978 -0.760281 2.751011 -0.070 -0.106 0.142
B -1.570296 -0.373493 1.481847 -0.196 0.682 -0.407
O -2.790870 0.180690 1.802999 -0.078 -0.499 0.042
Nb -0.929985 -0.795472 -0.740867 0.657 -1.598 -1.228
C 0.157909 -2.772965 -0.342014 0.245 0.042 0.615
C 1.502630 -2.709056 0.298923 0.002 -0.037 -0.056
F 2.185792 -3.971193 0.285418 0.009 -0.053 0.004
C -3.061946 -1.540899 -0.750059 -0.082 0.401 0.632
C -3.280744 -3.055338 -0.624376 -0.123 -0.018 -0.097
C -3.337967 -3.521087 0.833873 -0.026 -0.001 -0.004
O -2.588296 -4.708449 1.111639 -0.032 -0.088 -0.182
C 0.805380 0.471167 -0.038772 -0.563 0.258 0.812
C 0.651968 1.976179 0.237465 0.288 -0.054 -0.060
C 1.961162 2.762359 0.071334 0.088 0.015 0.018
C 2.810056 2.759193 1.329430 -0.026 -0.158 -0.016
O 2.257310 3.609171 2.343473 -0.037 -0.097 0.248
C -0.903033 -0.413148 -3.051124 -0.289 0.994 0.066
Br -1.570502 -2.041414 -3.959697 0.060 -0.135 0.187
C 0.361039 0.047872 -3.725808 -0.349 0.293 -0.164
C 0.677556 1.498499 -3.339971 0.055 -0.024 -0.099
Br 1.885794 -1.150416 -3.336597 0.170 -0.173 0.040
H -1.142504 -2.893137 2.409164 0.116 0.006 0.015
H -1.598890 -2.299092 3.998231 -0.020 -0.022 -0.074
H 0.088684 -2.632643 3.629120 -0.046 0.024 0.047
H -0.958593 -0.090747 3.571769 0.098 -0.021 0.015
H 0.398222 -0.564296 2.575112 -0.071 -0.044 -0.065
H -3.001029 0.087056 2.745229 0.097 0.461 0.039
H -1.779581 0.839527 -0.758985 0.146 -0.091 0.229
H -0.479294 -3.437513 0.255641 -0.039 0.024 -0.093
H 0.253295 -3.205242 -1.352040 -0.108 0.174 -0.032
H 1.436118 -2.439172 1.355383 -0.009 0.051 -0.039
H 2.186045 -2.023858 -0.207316 -0.025 0.003 -0.001
H -3.686937 -1.033182 -0.012208 -0.060 -0.045 -0.123
H -3.421216 -1.197558 -1.731413 0.206 -0.016 -0.031
H -2.518442 -3.630471 -1.170071 0.056 0.081 0.084
H -4.232978 -3.319777 -1.102591 0.082 -0.070 -0.063
H -2.969224 -2.729589 1.491428 0.036 -0.029 -0.064
H -4.378760 -3.715598 1.116641 0.026 0.052 0.028
H -2.237009 -5.034946 0.274975 -0.009 0.084 0.159
H 1.650133 0.298235 -0.724108 -0.249 -0.143 -0.270
H 1.107211 0.002891 0.906483 0.218 -0.114 -0.228
H 0.316203 2.098588 1.275016 -0.225 0.098 -0.127
H -0.123676 2.411157 -0.392956 -0.013 -0.021 0.026
H 2.568320 2.314866 -0.725034 -0.087 0.046 -0.032
H 1.767909 3.801140 -0.220175 0.026 -0.011 0.093
H 2.879673 1.730561 1.702307 0.079 0.042 -0.016
H 3.824940 3.108824 1.122146 -0.032 0.023 -0.008
H 1.936612 3.058782 3.066482 0.018 0.129 -0.233
H -1.647751 0.340506 -3.323709 -0.022 -0.128 -0.028
H 0.275347 -0.037292 -4.809183 0.153 -0.112 0.041
H -0.011798 1.845301 -2.568045 0.049 -0.052 0.051
H 0.564610 2.138532 -4.218824 -0.023 -0.013 0.054
H 1.696540 1.614626 -2.976121 -0.028 -0.006 0.040
C -4.964068 2.401690 2.533676 0.001 -0.032 0.030
C -4.283295 2.353347 3.880901 0.065 0.011 -0.203
O -3.689137 1.361152 4.270077 -0.060 -0.072 0.218
N -4.334211 3.469397 4.659856 -0.038 -0.021 0.065
C -4.968936 4.731913 4.362239 0.012 0.003 -0.010
H -4.798342 1.449793 2.039514 0.008 0.022 -0.022
H -6.034018 2.589075 2.641630 0.003 0.015 0.005
H -4.535025 3.187578 1.910821 -0.001 0.001 -0.002
H -3.848835 3.371076 5.537396 0.020 -0.005 -0.015
H -4.242374 5.546823 4.347603 0.007 -0.002 -0.017
H -5.740434 4.971798 5.097344 -0.013 -0.009 -0.005
H -5.438367 4.684901 3.384483 -0.003 0.020 0.007
C 6.792881 0.581108 -4.314409 -0.024 0.020 0.007
C 5.864730 0.131437 -3.202869 0.025 -0.019 -0.083
O 5.381988 0.929367 -2.420231 0.013 0.004 0.024
N 5.599159 -1.198386 -3.118046 0.013 0.029 0.167
C 6.086599 -2.262935 -3.962985 -0.075 -0.020 -0.019
H 6.896569 1.659055 -4.237751 -0.005 -0.002 0.007
H 7.776035 0.117270 -4.222202 0.000 -0.007 -0.010
H 6.385428 0.327955 -5.294188 0.006 -0.008 -0.001
H 4.955817 -1.438969 -2.378376 -0.044 0.039 -0.027
H 5.260921 -2.773814 -4.462545 -0.002 0.016 -0.017
H 6.644138 -3.001785 -3.383689 0.019 0.010 0.002
H 6.747561 -1.862078 -4.725661 0.002 -0.019 -0.006
```
Positions in Å, forces in eV/Å.

## Properties
Charge: -1
Calculated total energy (eV): -179731.392
Lowest unoccupied orbital energy (eV): 2.38
Multiplicity: 1

Charges per atom according to Löwdin partitioning, unit e:
1. C -0.117
2. C -0.202
3. B -0.534
4. O 0.010
5. Nb 1.484
6. C -0.287
7. C -0.313
8. F -0.133
9. C -0.349
10. C -0.285
11. C -0.269
12. O -0.094
13. C -0.344
14. C -0.298
15. C -0.207
16. C -0.270
17. O -0.086
18. C -0.857
19. Br 0.545
20. C -0.865
21. C -0.140
22. Br 0.636
23. H 0.035
24. H 0.072
25. H 0.065
26. H 0.088
27. H 0.057
28. H 0.057
29. H -0.023
30. H 0.024
31. H 0.030
32. H 0.087
33. H 0.068
34. H 0.025
35. H 0.020
36. H 0.074
37. H 0.098
38. H 0.079
39. H 0.111
40. H 0.068
41. H 0.022
42. H 0.009
43. H 0.100
44. H 0.058
45. H 0.098
46. H 0.108
47. H 0.117
48. H 0.107
49. H 0.075
50. H 0.018
51. H 0.050
52. H 0.054
53. H 0.075
54. H 0.050
55. C 0.000
56. C -0.524
57. O 0.034
58. N 0.005
59. C -0.088
60. H 0.071
61. H 0.083
62. H 0.093
63. H 0.136
64. H 0.082
65. H 0.079
66. H 0.069
67. C -0.017
68. C -0.561
69. O 0.028
70. N 0.004
71. C -0.084
72. H 0.078
73. H 0.078
74. H 0.080
75. H 0.121
76. H 0.082
77. H 0.081
78. H 0.066

---

The following is a DFT calculation (ωB97M-V/def2-TZVPD) of C20H46HfO2P4 as an isolated structure at a distorted geometry.

```
73
Properties=species:S:1:pos:R:3:forces:R:3
Hf -0.531800 0.164752 -1.373647 0.247 -0.071 0.833
P 1.496169 0.714499 0.367144 0.886 0.456 0.962
P -0.820126 2.739522 -1.463426 -0.763 2.441 -0.276
P 1.541122 -0.448162 -2.868243 1.290 -1.004 -1.878
H 0.347879 -3.987784 1.973950 0.083 0.446 0.132
C 1.128595 -3.213225 1.917637 -1.025 1.385 -1.240
C 1.270212 -2.401748 3.116941 0.540 -2.156 -0.706
H 0.507545 -2.449891 3.891902 -0.123 0.504 0.002
C 0.778367 0.813069 2.046149 -0.108 0.367 0.212
C 2.420892 2.289217 0.241744 -0.044 0.126 -0.232
C 2.859960 -0.462445 0.663621 0.253 -0.274 -0.161
C -2.444029 3.124421 -2.202413 -0.596 -0.399 -0.142
C -0.851423 3.802183 0.024719 0.059 -0.286 0.679
C 0.326996 3.642905 -2.568769 0.662 -0.436 -0.337
C 2.119515 -2.172694 -2.677640 -0.232 -0.199 0.372
C 3.108986 0.487106 -2.954850 -0.081 0.453 0.479
C 1.028302 -0.451676 -4.621927 -0.322 0.233 -0.065
H 2.057307 -3.641271 1.506418 0.003 0.553 0.142
H 2.229796 -1.947460 3.355888 -0.136 0.407 0.021
H 0.781105 -0.186693 2.507300 -0.138 0.239 -0.036
H -0.252267 1.189685 2.021518 0.253 -0.108 0.136
H 1.389324 1.488757 2.660900 -0.183 -0.252 0.013
H 1.774591 3.146611 0.461576 0.178 -0.181 -0.051
H 2.841696 2.409862 -0.763599 -0.034 0.009 0.231
H 3.242658 2.256412 0.970409 -0.232 0.118 -0.172
H 2.547028 -1.224253 1.389356 0.330 0.343 -0.461
H 3.718641 0.088352 1.070908 -0.177 -0.243 -0.051
H 3.168494 -0.956719 -0.264355 0.071 0.045 0.312
H -2.306326 3.784546 -3.067174 -0.126 -0.148 0.238
H -3.069640 3.629853 -1.457259 0.084 -0.112 -0.277
H -2.955255 2.211345 -2.531446 0.006 0.319 0.015
H -1.893250 4.062839 0.247984 0.327 -0.046 0.040
H -0.283939 4.723371 -0.162313 -0.200 -0.256 0.069
H -0.427400 3.288193 0.894920 -0.092 0.295 -0.063
H -0.238203 4.049978 -3.416556 0.215 -0.142 0.214
H 1.108067 2.974965 -2.955555 -0.081 0.334 -0.048
H 0.801851 4.468219 -2.022586 -0.090 -0.276 -0.164
H 3.089809 -2.303247 -3.177439 -0.276 0.050 0.116
H 1.383338 -2.843169 -3.139672 0.204 0.092 0.116
H 2.215776 -2.437855 -1.617413 0.129 -0.092 -0.253
H 3.669840 0.130184 -3.830003 -0.183 0.036 0.254
H 3.716321 0.340532 -2.053983 -0.054 0.067 -0.225
H 2.909780 1.559320 -3.077389 0.162 -0.218 -0.047
H 1.920458 -0.467346 -5.263045 -0.240 -0.043 0.179
H 0.437976 0.444392 -4.851479 0.138 -0.183 -0.088
H 0.412588 -1.335551 -4.831009 0.068 0.234 0.045
C -2.461554 -0.597386 -3.791335 -1.225 -0.606 -1.745
C -2.962760 0.336996 -4.713062 0.360 -0.416 0.469
C -3.765438 -0.115613 -5.760514 0.006 -0.042 0.075
C -4.060023 -1.476722 -5.890798 0.069 0.059 0.092
C -3.554883 -2.398415 -4.967801 -0.013 0.061 0.038
C -2.758752 -1.967829 -3.907925 0.218 0.732 0.143
O -1.656290 -0.178852 -2.773178 -0.399 -0.068 -0.417
H 0.708664 -2.395929 1.033602 1.015 -1.840 2.231
H -2.700004 1.390115 -4.588982 -0.159 -0.296 -0.220
H -4.160086 0.604260 -6.478493 0.103 -0.241 0.186
H -4.685952 -1.820679 -6.716423 0.218 0.114 0.275
H -3.779298 -3.460708 -5.068377 0.033 0.310 -0.017
H -2.343237 -2.655436 -3.166746 -0.149 0.026 -0.277
C -3.892819 -1.964203 -0.137424 -0.128 -0.298 0.125
P -2.720003 -1.214851 0.977610 -0.663 0.407 -0.126
C -3.428658 0.211012 1.788251 0.018 0.080 0.144
C -2.129743 -2.387829 2.178431 -0.022 -0.542 0.273
O -1.482566 -0.729903 0.148267 0.575 -0.110 0.121
H -4.908510 -1.868483 0.270839 0.190 -0.083 -0.098
H -3.654950 -3.030539 -0.248816 -0.125 0.211 -0.047
H -3.856718 -1.488437 -1.125608 -0.005 0.027 0.209
H -4.353791 -0.081014 2.306829 0.208 0.087 -0.096
H -2.725012 0.622543 2.525414 -0.192 -0.122 -0.130
H -3.671601 0.989768 1.051773 -0.012 -0.250 0.117
H -2.053720 -3.374068 1.700382 -0.082 0.171 0.143
H -1.140893 -2.120657 2.576034 -0.640 0.241 -0.148
H -2.845422 -2.463239 3.009253 0.147 -0.036 -0.159
```
Positions in Å, forces in eV/Å.

## Properties
Relative energy (zero: lowest compared OMol25 entry of this formula, charge and spin) (kJ/mol): 54.1
Charge: +4
Calculated total energy (eV): -64005.307
Lowest unoccupied orbital energy (eV): -15.27
Multiplicity: 1

Charges per atom according to Löwdin partitioning, unit e:
1. Hf 1.218
2. P 0.711
3. P 0.753
4. P 0.709
5. H 0.111
6. C -0.055
7. C 0.280
8. H 0.128
9. C -0.231
10. C -0.217
11. C -0.229
12. C -0.217
13. C -0.219
14. C -0.200
15. C -0.228
16. C -0.229
17. C -0.223
18. H 0.131
19. H 0.127
20. H 0.008
21. H 0.032
22. H 0.088
23. H 0.045
24. H 0.048
25. H 0.080
26. H -0.007
27. H 0.085
28. H 0.029
29. H 0.074
30. H 0.065
31. H 0.026
32. H 0.064
33. H 0.078
34. H 0.020
35. H 0.072
36. H 0.023
37. H 0.073
38. H 0.087
39. H 0.066
40. H 0.021
41. H 0.084
42. H 0.047
43. H 0.043
44. H 0.081
45. H 0.057
46. H 0.066
47. C -0.360
48. C -0.014
49. C -0.028
50. C -0.026
51. C -0.039
52. C -0.035
53. O -0.342
54. H 0.196
55. H 0.107
56. H 0.132
57. H 0.133
58. H 0.128
59. H 0.111
60. C -0.113
61. P 0.692
62. C -0.131
63. C -0.135
64. O -0.544
65. H 0.097
66. H 0.085
67. H 0.065
68. H 0.097
69. H 0.072
70. H 0.078
71. H 0.082
72. H 0.015
73. H 0.103